# 1
Formula: C9H10BiO5
Source: the Open Molecules 2025 dataset
Level of theory: ωB97M-V/def2-TZVPD

Computed properties:
LUMO energy in eV: -13.74
Highest occupied orbital energy in eV: -20.1
E_tot in hartree: -938.11034
Frontier orbital gap in Ha: 0.234
Relative energy (zero: lowest compared OMol25 entry of this formula, charge and spin) in kcal/mol: 214.2

The geometry in ORCA input format:
```
! wB97M-V def2-TZVPD RIJCOSX def2/J DEFGRID3
* xyz 3 1
O 2.490 -0.103 -2.098
O -1.178 -2.754 -1.262
C 1.435 -3.053 2.528
C 3.254 -1.186 2.404
H 3.123 -0.221 2.899
H 0.502 -2.912 3.078
Bi -0.032 0.028 -0.033
H 2.159 -3.508 3.174
H -1.978 2.066 -0.232
C 2.000 -1.808 2.103
C -1.438 -0.078 1.515
C 0.740 1.775 0.794
O 1.168 2.763 1.250
O -2.232 -0.131 2.369
C 1.592 -0.062 -1.353
H -0.821 0.464 -2.710
C -1.878 1.228 -0.944
C -0.846 1.234 -1.920
H -2.663 0.453 -0.967
H -0.135 2.076 -1.976
C -0.760 -1.757 -0.816
H 3.858 -1.029 1.507
O 1.235 -1.116 1.299
H 1.236 -3.719 1.686
H 3.771 -1.853 3.064
*
```

=====

# 2
Formula: C9H10Br15F3O2
Source: the Open Molecules 2025 dataset
Level of theory: ωB97M-V/def2-TZVPD

Computed properties:
LUMO energy (alpha / beta) in eV: 1.03 / 1.03
Highest occupied orbital energy (alpha / beta) in eV: -1.8 / -6.0
E_tot in hartree: -39409.17695
Frontier orbital gap (alpha / beta) in Ha: 0.106 / 0.257
⟨S²⟩: 0.76

The geometry in ORCA input format:
```
! wB97M-V def2-TZVPD RIJCOSX def2/J DEFGRID3
* xyz -1 2
H -4.884 -20.470 0.421
H -1.863 -20.444 -0.123
C -2.511 -16.827 -1.886
C -1.320 -16.471 3.261
F -2.590 -16.069 -0.783
H -3.674 -21.787 0.443
H -0.639 -14.678 -4.280
Br -0.681 -16.618 1.440
H -4.125 -20.864 -1.049
Br -5.248 -17.132 5.102
O -2.801 -18.639 -0.163
H -0.032 -18.706 -3.429
C -3.929 -20.814 0.022
H -6.407 -18.817 3.792
Br -1.626 -18.311 4.050
C -5.357 -18.538 3.708
Br 1.925 -19.640 -4.752
Br -4.561 -20.367 3.919
C 1.040 -18.559 -3.292
Br -2.732 -13.360 -3.479
C -1.171 -13.792 -4.627
C -2.716 -19.940 0.332
Br -4.970 -17.826 1.815
H 1.292 -24.769 -0.185
H -2.538 -19.934 1.407
Br 1.335 -18.930 -1.429
C 1.321 -23.827 0.363
H -2.312 -16.030 3.162
Br -1.702 -14.072 -6.560
C -2.662 -18.328 -1.478
F -3.531 -16.497 -2.728
F -1.342 -16.717 -2.521
Br -0.301 -15.209 4.481
Br 1.626 -24.023 2.234
Br 0.241 -12.446 -4.507
Br 2.529 -22.643 -0.560
Br 1.253 -16.687 -3.809
O -2.373 -19.145 -2.303
Br -0.411 -22.951 0.273
*
```

=====

# 3
Formula: C9H10ClN5O2W
Source: the Open Molecules 2025 dataset
Level of theory: ωB97M-V/def2-TZVPD

Computed properties:
LUMO energy (alpha / beta) in eV: -9.06 / -10.63
Highest occupied orbital energy (alpha / beta) in eV: -17.0 / -17.1
E_tot in hartree: -1299.76711
Frontier orbital gap (alpha / beta) in Ha: 0.294 / 0.239
⟨S²⟩: 2.01
Relative energy (zero: lowest compared OMol25 entry of this formula, charge and spin) in kcal/mol: 0.0

The geometry in ORCA input format:
```
! wB97M-V def2-TZVPD RIJCOSX def2/J DEFGRID3
* xyz 2 3
H 3.290 0.773 -0.560
N -2.283 -2.511 0.682
H 2.201 -0.982 -3.228
H -2.702 -3.592 2.892
H 2.213 3.189 0.007
W 0.357 0.872 0.040
H -0.442 1.067 -2.790
H -1.961 -2.405 3.860
H -0.085 3.411 -1.402
H 2.190 -1.580 -1.552
O 0.144 1.588 3.276
C 2.313 1.127 -0.871
N -1.964 -2.906 2.980
C -1.545 1.841 0.144
C -1.731 -1.595 -0.092
H 0.677 -1.463 -2.462
N -1.208 -0.942 1.917
N -1.069 -0.648 0.625
O -2.571 2.370 0.277
C 0.202 1.191 2.186
C 1.448 0.413 -1.771
Cl 2.095 -0.821 1.355
C 1.643 -0.976 -2.283
N -2.047 -2.014 1.930
C 0.353 1.297 -2.083
C 1.748 2.401 -0.584
C 0.515 2.510 -1.318
H -1.783 -1.615 -1.174
*
```

=====

# 4
Formula: C9H10ClOP
Source: the Open Molecules 2025 dataset
Level of theory: ωB97M-V/def2-TZVPD

Computed properties:
LUMO energy (alpha / beta) in eV: 0.81 / -1.59
Highest occupied orbital energy (alpha / beta) in eV: -6.3 / -8.5
E_tot in hartree: -1225.58009
Frontier orbital gap (alpha / beta) in Ha: 0.262 / 0.255
⟨S²⟩: 2.04
Relative energy (zero: lowest compared OMol25 entry of this formula, charge and spin) in kcal/mol: 0.0

The geometry in ORCA input format:
```
! wB97M-V def2-TZVPD RIJCOSX def2/J DEFGRID3
* xyz 0 3
H 1.453 0.257 -1.235
H 0.970 2.067 -2.748
H -3.015 2.205 -1.409
H -1.229 -1.823 2.188
H 2.662 -2.836 1.376
H -2.565 0.072 0.127
C -1.052 2.195 -2.092
C 0.224 1.724 -2.036
Cl -1.292 3.661 -3.008
C -0.522 0.180 -0.321
C -0.182 -0.827 0.700
C -1.079 -1.914 1.167
H 3.194 -1.517 2.544
C 2.365 -1.968 1.900
H 2.716 0.600 1.789
C -1.848 0.625 -0.475
O 1.915 0.589 1.290
H -0.686 -2.925 1.203
P 1.490 -0.941 0.896
C 0.533 0.790 -1.105
H -1.974 -1.839 0.618
C -2.076 1.623 -1.373
*
```

=====

# 5
Formula: C9H10F3N6O2RbS
Source: the Open Molecules 2025 dataset
Level of theory: ωB97M-V/def2-TZVPD

Computed properties:
LUMO energy in eV: 4.29
Highest occupied orbital energy in eV: -1.9
E_tot in hartree: -1549.88369
Frontier orbital gap in Ha: 0.226

The geometry in ORCA input format:
```
! wB97M-V def2-TZVPD RIJCOSX def2/J DEFGRID3
* xyz -2 1
C 0.259 5.448 -1.271
Rb 0.819 -0.422 0.049
H -1.514 5.745 -0.084
N -0.342 -3.281 -2.669
N 0.014 2.793 -0.504
N -2.114 2.107 1.249
C 1.181 4.510 -1.705
N -4.442 0.508 3.299
C 1.016 3.196 -1.285
S -1.870 0.801 3.979
F 3.366 0.001 0.380
C -0.777 5.040 -0.450
H -0.737 -1.653 -3.720
H 0.028 -3.872 -3.402
C -3.213 1.071 2.944
N -3.279 1.842 1.885
C 0.125 -3.792 -1.402
H -5.030 0.330 2.498
N -0.181 -1.891 -2.911
H 0.348 6.489 -1.561
C -0.876 3.696 -0.083
H -4.318 -0.281 3.913
H 2.014 4.776 -2.343
H -2.782 4.027 0.970
C -2.011 3.282 0.767
C 3.583 0.683 -0.880
O 0.379 -5.013 -1.426
O 0.193 -2.966 -0.462
F 2.700 -0.114 -1.726
H 1.741 2.437 -1.571
F 4.810 0.145 -1.238
H 0.790 -1.651 -3.097
*
```

=====

# 6
Formula: C9H10MoN9O2S2
Source: the Open Molecules 2025 dataset
Level of theory: ωB97M-V/def2-TZVPD

Computed properties:
LUMO energy (alpha / beta) in eV: -13.34 / -13.28
Highest occupied orbital energy (alpha / beta) in eV: -20.1 / -19.9
E_tot in hartree: -1855.42445
Frontier orbital gap (alpha / beta) in Ha: 0.247 / 0.243
Relative energy (zero: lowest compared OMol25 entry of this formula, charge and spin) in kcal/mol: 2.9

The geometry in ORCA input format:
```
! wB97M-V def2-TZVPD RIJCOSX def2/J DEFGRID3
* xyz 3 1
N 5.536 4.899 6.883
N 10.502 8.661 7.309
C 7.545 7.410 5.608
H 6.162 13.281 4.194
Mo 8.935 9.774 6.481
H 4.916 12.717 6.994
C 6.432 11.441 6.194
H 7.197 14.332 5.199
C 7.171 13.446 4.612
S 7.423 8.044 7.245
H 4.509 11.004 6.783
H 10.920 6.618 7.792
N 8.685 11.688 5.523
H 4.577 12.071 5.340
C 4.982 11.835 6.323
H 13.608 10.574 6.580
C 7.104 6.172 5.269
N 12.482 7.804 6.988
O 6.289 9.296 7.095
H 9.766 13.146 4.818
C 7.517 12.263 5.457
N 13.490 9.695 6.047
C 11.215 7.558 7.386
S 8.537 8.568 4.699
H 14.288 9.053 6.179
N 12.438 9.084 6.669
O 9.796 12.170 4.846
C 7.548 5.648 4.037
C 6.246 5.417 6.149
H 7.894 13.564 3.783
N 11.252 9.614 6.805
N 6.984 10.359 6.584
N 7.981 5.415 2.992
*
```

=====

# 7
Formula: C9H10N
Source: the Open Molecules 2025 dataset
Level of theory: ωB97M-V/def2-TZVPD

Computed properties:
LUMO energy in eV: -5.84
Highest occupied orbital energy in eV: -14.0
E_tot in hartree: -403.09522
Frontier orbital gap in Ha: 0.300
Relative energy (zero: lowest compared OMol25 entry of this formula, charge and spin) in kcal/mol: 216.8

The geometry in ORCA input format:
```
! wB97M-V def2-TZVPD RIJCOSX def2/J DEFGRID3
* xyz 1 1
C 2.151 -0.921 0.493
H 1.555 1.153 -0.181
H -1.909 1.544 0.027
C -0.507 -0.413 2.157
H 0.331 -0.199 2.816
C 1.181 0.185 0.127
C 1.475 -2.090 -0.280
H -0.181 0.555 -3.153
H -1.798 1.203 -2.758
C -1.165 0.782 -0.131
C 2.129 -3.210 -0.290
H -0.716 -1.481 2.195
C 0.131 -0.638 -0.544
H -1.375 0.117 2.541
H -1.559 -0.542 -3.030
C -1.114 0.367 -2.616
H 2.221 -1.142 1.557
H 3.151 -0.725 0.103
C -0.230 0.032 0.756
N -0.842 0.185 -1.237
*
```

=====

# 8
Formula: C9H10N2O
Source: the Open Molecules 2025 dataset
Level of theory: ωB97M-V/def2-TZVPD

Computed properties:
LUMO energy in eV: 0.66
Highest occupied orbital energy in eV: -7.6
E_tot in hartree: -533.48283
Frontier orbital gap in Ha: 0.305
Relative energy (zero: lowest compared OMol25 entry of this formula, charge and spin) in kcal/mol: 164.1

The geometry in ORCA input format:
```
! wB97M-V def2-TZVPD RIJCOSX def2/J DEFGRID3
* xyz 0 1
N 1.387 -2.578 -0.327
C 0.728 -3.376 0.323
C 0.912 0.212 0.292
O 1.832 1.055 -0.104
H 3.466 -0.083 -0.603
C -0.881 1.074 -1.246
H 1.004 -3.657 1.241
C -0.432 0.662 -0.002
C 3.143 0.568 0.203
C -2.173 1.420 -1.442
H -3.241 1.069 1.821
H 3.058 -0.025 1.133
H -0.914 0.176 2.087
H 0.002 -3.935 -0.216
N 1.946 -1.775 -0.869
C -1.254 0.673 1.132
C -3.041 1.499 -0.321
H -2.532 1.776 -2.380
H -4.038 1.908 -0.284
C -2.554 1.048 0.923
H 3.715 1.396 0.597
H -0.133 0.894 -1.957
*
```